Entry 1:
A 6-piece molecular cluster, C41H79Br4IN7O8S2Si overall in a non-equilibrium geometry, computed with the ωB97M-V functional and the def2-TZVPD basis.

```
143
Properties=species:S:1:pos:R:3:mulliken_charge:R:1
C -1.45316 5.39980 2.06487 -1.178
C -1.09061 4.08921 1.38643 0.198
N -1.57434 2.84437 2.07317 0.623
C -0.70601 2.45484 3.28929 -0.443
C 0.76553 3.05877 3.51311 -0.637
C 1.89283 2.86854 2.36626 0.194
O 2.56686 1.76804 2.02952 -0.416
Br 2.42244 4.53741 1.31583 -0.143
C -1.03480 0.83911 3.43900 -0.090
Br 0.40089 -0.52277 3.15877 0.097
C -1.13414 0.78964 5.10890 0.010
C -0.78604 -0.68533 5.73656 -0.219
O 0.31432 -0.79380 6.53277 -0.525
I -1.95384 -2.52046 5.46269 0.137
C -2.44883 0.64620 2.55955 1.867
C -3.83964 0.46425 3.33134 -1.076
Br -4.65783 2.16565 4.11204 -0.054
C -5.02011 -0.47709 2.71572 -0.054
C -6.12829 0.23192 1.75556 -0.553
Br -4.37863 -2.29647 2.04879 -0.059
C -2.22825 1.69459 1.26928 0.210
C -3.53168 2.20628 0.43424 -1.152
C -4.11897 1.27456 -0.74675 -0.910
C -3.75982 -0.29857 -0.78376 1.037
S -3.04349 -0.72645 -2.50657 -0.406
C -1.98703 -2.31056 -2.36650 -0.402
S -0.47413 -2.23268 -3.21199 -0.081
N -2.40827 -3.55844 -1.62813 0.421
C -1.80596 -3.67675 -0.25097 0.956
C -0.19996 -3.99398 -0.20411 -0.643
C -2.28313 -4.81519 -2.45342 -0.471
C -3.75209 -5.61416 -2.46226 -0.899
C -0.94104 1.16011 0.36126 1.156
C -0.75734 1.83060 -1.10485 -0.606
O -0.19242 0.88768 -2.12819 0.174
Si 1.15461 1.60069 -2.98908 0.673
C 2.77246 1.24112 -1.99776 -0.740
C 1.32092 0.56949 -4.65379 -1.070
C 0.93092 3.42897 -3.53940 -0.913
H -2.04650 5.40416 3.07794 0.209
H -1.08795 6.44890 1.63704 0.121
H -0.42056 4.18835 0.43917 0.221
H -2.42982 3.22337 2.58524 0.587
H -1.32471 2.90887 4.20698 0.458
H 0.68869 4.22770 3.74349 0.467
H 1.20710 2.59130 4.51925 0.384
H -0.36202 1.54809 5.61314 0.374
H -2.20302 1.17458 5.47491 0.326
H -2.17495 -0.37725 2.00789 -0.776
H -3.56734 -0.12503 4.34158 0.313
H -5.66219 -0.81609 3.67115 0.482
H -6.07890 1.39682 1.67422 0.205
H -7.22760 0.00034 2.16540 0.341
H -6.15714 -0.16940 0.63679 0.007
H -3.21293 3.21810 -0.12068 0.323
H -4.32487 2.58744 1.23893 0.228
H -3.82422 1.73219 -1.80976 0.750
H -5.30924 1.36705 -0.71217 0.362
H -4.70353 -1.02838 -0.71640 0.551
H -3.01067 -0.69430 0.02075 -1.498
H -1.95764 -2.63222 0.29740 -1.011
H -2.40333 -4.49658 0.37197 0.285
H 0.28043 -4.28467 -1.23608 0.289
H 0.41889 -3.06077 0.19363 0.194
H -0.00249 -4.86121 0.58578 0.001
H -1.50642 -5.59988 -2.06874 0.248
H -2.03582 -4.63238 -3.59659 0.340
H -4.42361 -5.03788 -3.24189 0.231
H -3.53928 -6.69053 -2.92214 0.340
H -4.23336 -5.66898 -1.39482 0.209
H -0.96293 -0.02300 0.19499 -0.312
H 0.10637 1.32817 0.91138 -0.405
H -1.68534 2.31539 -1.60457 -0.327
H 0.09835 2.65769 -1.00187 0.204
H 3.65856 1.16948 -2.79332 0.303
H 2.69898 0.22818 -1.37451 0.192
H 2.92728 2.12814 -1.24645 0.109
H 1.89311 1.20624 -5.45629 0.340
H 0.24907 0.25374 -5.07087 0.205
H 1.95074 -0.40067 -4.46967 0.240
H -0.04531 3.90737 -3.05004 0.184
H 0.88751 3.48652 -4.70750 0.327
H 1.90556 4.01154 -3.17036 0.255
C 7.57751 -1.35799 -1.19240 -1.185
C 6.73659 -0.11803 -1.07196 0.695
O 6.34396 0.50243 -2.05769 -0.662
N 6.40757 0.31901 0.17739 -0.099
C 6.76378 -0.25895 1.45078 -0.841
H 7.75382 -1.57681 -2.24965 0.263
H 8.54444 -1.20434 -0.70612 0.373
H 7.05680 -2.20934 -0.74625 0.363
H 5.84027 1.15894 0.17223 0.203
H 5.84019 -0.50406 1.98130 0.234
H 7.31543 0.49262 2.02115 0.300
H 7.37334 -1.15705 1.34536 0.347
C -5.77574 -0.18984 -4.52585 -0.840
C -6.86564 -0.04265 -3.50135 0.743
O -6.73895 -0.45423 -2.35011 -0.621
N -8.02524 0.56920 -3.87697 -0.168
C -8.37145 1.11733 -5.16621 -0.857
H -4.91777 -0.69643 -4.07419 -0.166
H -6.12946 -0.79324 -5.36598 0.479
H -5.45140 0.79475 -4.87280 0.369
H -8.70778 0.62868 -3.13002 0.249
H -8.59566 2.17877 -5.03343 0.279
H -9.26813 0.60401 -5.52251 0.292
H -7.57035 1.00229 -5.89716 0.337
C 0.57039 -8.50744 2.15292 -1.372
C -0.27053 -7.26748 2.27336 0.802
O -0.66316 -6.64702 1.28763 -0.664
N -0.59955 -6.83044 3.52271 -0.081
C -0.24334 -7.40840 4.79610 -0.892
H 0.74670 -8.72626 1.09566 0.279
H 1.53732 -8.35379 2.63920 0.387
H 0.04968 -9.35879 2.59907 0.383
H -1.16685 -5.99051 3.51755 0.167
H -1.16693 -7.65351 5.32662 0.303
H 0.30831 -6.65683 5.36647 0.279
H 0.36622 -8.30650 4.69068 0.348
C 11.45614 -4.18786 -3.71401 -1.296
C 10.10983 -4.13820 -3.04758 0.831
O 9.98531 -3.92663 -1.84320 -0.651
N 9.00161 -4.33602 -3.81754 -0.153
C 8.93115 -4.59652 -5.23515 -0.850
H 12.23765 -4.01172 -2.96904 0.294
H 11.61889 -5.17341 -4.15812 0.369
H 11.52582 -3.40878 -4.47766 0.347
H 8.13517 -4.28688 -3.29389 0.230
H 8.33397 -3.80520 -5.69530 0.285
H 8.42621 -5.55517 -5.37843 0.289
H 9.91584 -4.62925 -5.70270 0.323
C 0.75597 8.96604 1.49708 -1.316
C -0.41023 9.29426 2.38668 0.786
O -1.54205 8.87106 2.16159 -0.667
N -0.18871 10.08768 3.47366 -0.162
C 1.05177 10.68139 3.91089 -0.799
H 0.41875 8.32630 0.67624 0.330
H 1.17268 9.88255 1.07118 0.420
H 1.51972 8.42655 2.06331 0.349
H -1.02415 10.26130 4.02069 0.246
H 1.26129 10.32174 4.92149 0.276
H 0.91714 11.76567 3.93765 0.286
H 1.88692 10.43344 3.25490 0.320
```

Values from the calculation:
energy relative to the best compared isomer or geometry (same formula, charge and spin): 327.11 kcal/mol
F_max: 9.28 eV/Å
calculated total energy: -14273.78120 a.u.
total charge: +1
orbital gap: 6.31 eV


Entry 2:
A 4-piece molecular cluster, C41H79N4O6S overall in a non-equilibrium geometry, computed with the ωB97M-V functional and the def2-TZVPD basis.

```
131
Properties=species:S:1:pos:R:3:mulliken_spin:R:1
C 0.49054 -3.17764 5.23901 0.000
C 1.47959 -2.08283 5.56885 0.000
N 2.70431 -2.40871 5.70779 0.000
C 0.91257 -0.68318 5.73910 0.000
C 1.74528 0.49132 5.21803 0.001
C 2.06612 0.45489 3.73171 0.006
C 0.82466 0.44212 2.80859 0.012
C 0.68922 -0.86723 2.02199 0.011
S 1.80370 -1.01126 0.60790 0.009
O 0.82378 1.63254 5.37923 0.001
C 1.52399 2.65749 5.87913 0.000
O 1.34198 3.79436 5.59270 0.000
O 2.44104 2.18070 6.73563 0.000
C 2.92492 0.92865 6.17866 0.000
C 4.32271 1.21535 5.62863 0.000
C 5.09327 0.07650 4.93513 0.000
C 6.13848 0.52970 3.89225 0.000
C 5.54522 0.64591 2.48787 -0.001
C 6.84253 1.84660 4.26992 0.000
H 0.71172 -4.04829 5.85867 0.000
H -0.53852 -2.86839 5.42553 0.000
H 0.60254 -3.48235 4.19716 0.000
H 3.28640 -1.61085 5.94675 0.000
H 0.70598 -0.49078 6.79830 0.000
H -0.05701 -0.63878 5.23590 -0.001
H 2.64452 -0.44721 3.52214 0.000
H 2.69206 1.31462 3.49129 0.000
H 0.92146 1.24935 2.07833 -0.017
H -0.09739 0.61130 3.36760 0.009
H -0.31654 -0.93934 1.59985 -0.004
H 0.83148 -1.72064 2.68800 0.000
H 2.93118 -1.34229 1.24139 -0.001
H 2.98583 0.26223 7.04444 0.000
H 4.26985 2.12274 5.01893 0.000
H 4.90090 1.49278 6.51499 0.000
H 4.42808 -0.64705 4.46974 0.000
H 5.63366 -0.47885 5.71140 0.000
H 6.90808 -0.24716 3.84952 0.000
H 4.70707 1.34636 2.46857 0.000
H 5.19338 -0.31928 2.11588 0.000
H 6.29728 1.02135 1.79021 0.000
H 7.87902 1.83298 3.92380 0.000
H 6.84798 2.04118 5.34298 0.000
H 6.36483 2.69528 3.77008 0.000
C 3.29659 -5.57858 -3.21202 0.019
C 2.97862 -4.09954 -2.88056 0.008
C 2.29918 -3.36325 -4.04046 0.031
C 3.20616 -3.02165 -5.22023 -0.021
C 4.42635 -2.25123 -4.71084 0.029
C 5.17912 -3.02131 -3.62525 0.007
N 4.22014 -3.34900 -2.51524 0.414
O 3.98881 -2.32893 -1.76717 0.524
C 5.83799 -4.26067 -4.24591 0.016
C 6.30670 -2.17766 -3.04406 -0.008
C 2.02549 -4.08809 -1.69210 -0.022
H 4.33657 -5.81780 -3.01237 -0.012
H 2.71488 -6.24159 -2.57302 0.000
H 3.07476 -5.83790 -4.24817 0.000
H 1.92318 -2.41674 -3.63853 0.002
H 1.42295 -3.93412 -4.35666 0.002
H 3.50359 -3.91935 -5.76822 0.000
H 2.65163 -2.40222 -5.92722 0.002
H 5.12308 -2.03453 -5.52368 0.002
H 4.09241 -1.28997 -4.30973 0.003
H 6.38029 -4.83420 -3.49329 -0.008
H 6.55537 -3.92338 -4.99489 0.000
H 5.14894 -4.92937 -4.75194 0.001
H 5.93782 -1.24733 -2.62209 0.001
H 7.01753 -1.94513 -3.83738 0.000
H 6.83365 -2.72295 -2.25995 -0.001
H 2.48879 -4.50815 -0.79848 -0.003
H 1.17115 -4.71151 -1.96015 0.000
H 1.66271 -3.09131 -1.45732 0.008
C -2.56921 3.16861 3.56629 0.014
C -1.82260 3.48963 2.24694 -0.007
C -2.50528 4.59097 1.42990 0.033
C -3.79057 4.17572 0.71435 -0.022
C -3.51138 2.93742 -0.14404 0.021
C -2.93839 1.79184 0.69152 0.040
N -1.70137 2.26848 1.38779 0.270
O -0.68038 2.30359 0.60660 0.567
C -4.02066 1.29387 1.66228 0.014
C -2.58964 0.59857 -0.18604 0.016
C -0.42648 3.95979 2.62590 0.028
H -2.76897 2.10533 3.66165 -0.005
H -1.94748 3.42961 4.42222 0.002
H -3.51275 3.70824 3.66233 0.001
H -1.79525 4.89661 0.65426 0.002
H -2.65758 5.46305 2.07020 0.004
H -4.60295 3.99555 1.42280 0.000
H -4.12025 4.99648 0.07425 0.002
H -4.42049 2.58007 -0.62970 0.020
H -2.81505 3.20426 -0.94359 0.000
H -3.64738 0.47376 2.27749 -0.005
H -4.85620 0.91910 1.06931 0.000
H -4.42154 2.05705 2.32169 0.003
H -1.86857 0.85040 -0.95892 0.004
H -3.49977 0.24954 -0.67281 -0.006
H -2.17911 -0.21852 0.41129 -0.009
H 0.13552 3.17431 3.13081 -0.011
H -0.53298 4.78664 3.32817 0.000
H 0.14803 4.31436 1.77226 0.006
C -7.38988 -0.69659 -3.72208 0.018
C -6.59847 0.59235 -3.39242 -0.003
C -7.14209 1.82542 -4.12220 0.031
C -6.83405 1.88878 -5.61581 -0.019
C -5.32547 1.73869 -5.82440 0.027
C -4.78198 0.45701 -5.19213 0.017
N -5.14847 0.44316 -3.73606 0.413
O -4.39655 1.22162 -3.04101 0.530
C -5.31989 -0.75652 -5.96145 0.013
C -3.26312 0.40139 -5.29605 -0.009
C -6.72328 0.83814 -1.89266 -0.025
H -6.72992 -1.49808 -4.03960 -0.013
H -7.89656 -1.06841 -2.83234 0.002
H -8.14532 -0.54358 -4.49371 0.000
H -6.67349 2.70122 -3.66106 0.002
H -8.21354 1.90908 -3.92569 0.001
H -7.39036 1.12932 -6.17062 -0.001
H -7.16296 2.85347 -6.00565 0.001
H -5.07361 1.72957 -6.88695 0.001
H -4.82200 2.60393 -5.38338 0.003
H -4.95232 -1.68810 -5.52965 -0.008
H -4.95742 -0.69421 -6.98796 0.000
H -6.40289 -0.81016 -6.01497 0.001
H -2.79392 1.25474 -4.81477 0.001
H -2.98223 0.39500 -6.34938 0.000
H -2.87602 -0.50648 -4.83178 0.001
H -6.25989 0.03876 -1.31234 0.001
H -7.78726 0.85993 -1.65436 0.000
H -6.29047 1.78946 -1.59132 0.011
```

Values from the calculation:
energy relative to the best compared isomer or geometry (same formula, charge and spin): 0.00 kcal/mol
F_max: 1.05 eV/Å
multiplicity: 4
calculated total energy: -2678.09893 a.u.
orbital gap (alpha / beta): 8.53 / 8.90 eV


Entry 3:
A 5-piece molecular cluster, C41H80BrFNO10P overall in a non-equilibrium geometry, computed with the ωB97M-V functional and the def2-TZVPD basis.

```
135
Properties=species:S:1:pos:R:3:mulliken_charge:R:1
C 7.15736 0.11810 1.82121 -1.112
C 6.63034 0.37736 3.25350 -0.612
C 5.77739 1.64067 3.38406 -0.818
C 4.40380 1.52719 2.71819 -0.299
C 3.72936 2.90288 2.58124 -1.347
C 2.40671 2.76995 1.79869 0.238
C 1.15689 2.36661 2.60846 0.340
O 1.37680 1.39114 3.62487 -0.346
C 1.72313 1.85076 4.88652 0.108
F 2.73900 0.99387 5.31067 -0.438
C 0.61167 1.71838 5.94715 0.292
Br -0.39294 0.06747 5.66461 -0.132
C 1.30843 1.73925 7.35599 -0.659
C 1.48465 0.38620 8.04611 -1.358
P 0.14833 3.84995 3.18937 0.972
N 1.01020 5.02525 3.80331 -1.130
C 0.20496 1.62626 1.59578 -1.683
C -0.09009 2.47333 0.33670 -1.182
C 0.59130 1.88552 -0.93196 0.865
O 0.79552 2.98394 -1.84628 -0.430
C 2.10265 3.13567 -2.22622 0.841
C 2.27931 3.31688 -3.71673 -1.152
O 3.01681 3.15939 -1.42964 -0.515
O -0.90747 1.27735 2.36908 0.797
C -1.91318 0.45629 1.79877 -0.602
C -1.53119 -0.42963 0.60282 0.064
C -2.45292 -1.68131 0.52319 -1.019
C -1.74487 -2.90888 -0.06463 0.566
C -1.93819 -4.16346 0.74739 0.280
O -2.65527 -4.27481 1.71387 -0.544
O -1.22989 -5.26767 0.27695 -0.486
C -3.19447 1.23494 1.44021 -0.157
C -3.77947 2.02172 2.59978 0.782
C -3.50457 1.75723 3.92135 -0.366
C -4.12615 2.51333 4.88497 -0.842
C -5.00022 3.50263 4.55305 -0.588
C -5.28417 3.78851 3.23932 0.630
C -6.26519 4.85487 2.82686 -1.566
C -4.65534 3.02935 2.28083 -0.619
H 7.12779 1.00286 1.18278 0.302
H 6.65526 -0.73097 1.35465 0.256
H 8.20776 -0.17945 1.89286 0.358
H 7.51429 0.52907 3.88215 0.431
H 6.14920 -0.52795 3.63199 0.358
H 6.31345 2.43798 2.85520 0.303
H 5.68664 1.90438 4.44190 0.270
H 4.59613 1.18869 1.68945 0.303
H 3.76482 0.77064 3.17217 0.335
H 3.64959 3.44075 3.52876 0.220
H 4.40308 3.49210 1.95047 0.699
H 2.57965 2.03447 1.01290 -0.359
H 2.21025 3.72628 1.30863 0.667
H 2.16543 2.84713 4.91033 0.164
H -0.05227 2.57809 5.94905 0.485
H 2.23207 2.31612 7.31530 0.415
H 0.63471 2.31801 7.99778 0.405
H 0.53638 -0.00378 8.40568 0.366
H 2.09009 0.56819 8.94378 0.437
H 2.04771 -0.33416 7.45637 0.268
H -0.80331 3.31182 4.07835 -0.091
H -0.59235 4.39074 2.11769 0.114
H 1.99949 4.81100 3.76331 0.330
H 0.82144 0.77968 1.26015 0.631
H -1.15337 2.50044 0.09593 0.088
H 0.22765 3.51337 0.38597 0.970
H -0.15004 1.22458 -1.37934 -0.621
H 1.48731 1.31452 -0.70175 0.026
H 3.27097 3.72003 -3.89495 0.350
H 2.08878 2.36919 -4.22160 0.227
H 1.50806 4.01765 -4.04606 0.342
H -2.23678 -0.22960 2.58876 0.677
H -0.50904 -0.80895 0.62636 0.452
H -1.68082 0.12048 -0.33073 -0.670
H -2.88752 -1.90081 1.50105 0.572
H -3.30131 -1.41287 -0.11143 0.336
H -2.20586 -3.12429 -1.03634 0.083
H -0.68918 -2.73776 -0.27669 -0.478
H -1.85561 -5.89431 -0.10386 0.341
H -3.09005 1.82613 0.52758 -0.539
H -3.92654 0.44931 1.20708 0.688
H -2.82602 0.94847 4.15341 0.251
H -3.92120 2.27476 5.92316 0.440
H -5.51195 4.08196 5.31625 0.386
H -6.10159 5.21497 1.81346 0.368
H -7.26439 4.40109 2.83470 0.307
H -6.28994 5.64597 3.57727 0.387
H -4.88229 3.22825 1.23630 0.427
C -3.59054 2.30375 -3.09501 -1.194
C -2.60051 1.43943 -3.86134 1.126
C -2.63869 1.74098 -5.35173 -1.707
O -2.89542 0.06125 -3.63873 -0.235
H -4.61200 2.11112 -3.43397 0.418
H -3.55669 2.06951 -2.02914 0.061
H -3.37495 3.36564 -3.22546 0.411
H -1.59242 1.61268 -3.47638 -0.162
H -3.63049 1.53088 -5.76091 0.379
H -1.92992 1.10798 -5.88779 0.372
H -2.39373 2.78558 -5.55169 0.410
H -3.78531 -0.11450 -3.97058 0.184
C -5.77748 -4.19328 -5.53594 -1.394
C -4.68668 -3.16651 -5.27458 0.442
C -3.44530 -3.81518 -4.68129 -1.183
O -5.17355 -2.16005 -4.38513 -0.506
H -6.08259 -4.67679 -4.60368 0.359
H -6.66320 -3.71299 -5.95337 0.337
H -5.43800 -4.96272 -6.23074 0.384
H -4.42707 -2.66232 -6.20632 0.281
H -3.67906 -4.28645 -3.72196 0.283
H -2.67580 -3.06495 -4.49222 0.256
H -3.03661 -4.57407 -5.35026 0.411
H -5.40753 -2.58610 -3.55374 0.324
C 2.75928 -1.17141 -2.75427 -1.483
C 1.68139 -2.02764 -2.10591 0.473
C 1.35319 -3.24226 -2.95878 -1.092
O 0.50257 -1.24191 -1.90377 -0.040
H 2.42111 -0.80012 -3.72647 0.323
H 2.98224 -0.29896 -2.13610 0.253
H 3.68036 -1.73760 -2.90027 0.447
H 2.01581 -2.35200 -1.11831 0.323
H 0.97286 -2.93833 -3.93775 0.295
H 0.57303 -3.84147 -2.48434 0.269
H 2.22802 -3.86880 -3.11044 0.239
H 0.19200 -0.94691 -2.76780 0.088
C 3.98504 -6.70047 -3.75672 -1.243
C 3.08836 -6.43175 -4.95598 0.391
C 3.71369 -6.95210 -6.24110 -1.312
O 2.84345 -5.02881 -5.07057 -0.496
H 4.94669 -6.19274 -3.87369 0.315
H 3.52809 -6.31698 -2.84327 0.302
H 4.16990 -7.76826 -3.63136 0.405
H 2.11852 -6.90666 -4.80202 0.259
H 4.66683 -6.45234 -6.43510 0.352
H 3.06407 -6.74678 -7.09271 0.319
H 3.89032 -8.02748 -6.18866 0.378
H 3.69106 -4.59192 -5.20818 0.327
```

Values from the calculation:
SMILES: CCCCCC[C@@](O[C@H](F)[C@@H](Br)CC)([PH2]=N)[C@H](CCOC(C)=O)O[C@H](CCCC(=O)O)Cc1cccc(C)c1.CC(C)O.CC(C)O.CC(C)O.CC(C)O
F_max: 2.07 eV/Å
calculated total energy: -5432.54178 a.u.
orbital gap: 8.57 eV


What is the F_max in the first record?
9.28 eV/Å


The highest F_max belongs to which entry?
C41H79Br4IN7O8S2Si


The lowest F_max belongs to which entry?
C41H79N4O6S


Among the records above, which one has the lowest calculated total energy?
C41H79Br4IN7O8S2Si